[1]
The following is a DFT calculation (ωB97M-V with the def2-TZVPD basis set) of C22H24N3O2P2PdSe as an isolated structure.

Output
- Net charge: +3

Each line ends with the Mulliken charge.
Atoms and positions in Å:
Pd1 0.243655 -0.003467 0.515016  -0.16
O1 2.182826 -3.070926 -0.861666  -0.46
C1 1.969030 -1.950279 -0.527288  -0.23
O2 1.241255 -1.672192 0.597608  -0.45
C2 2.399983 -0.721813 -1.265888  0.91
C3 3.471085 -0.708248 -2.127919  -0.77
C4 3.780429 0.491981 -2.766690  -0.37
C5 2.989654 1.606451 -2.532184  -0.82
C6 1.921275 1.509445 -1.653307  -0.35
N1 1.643056 0.364499 -1.024072  0.51
H1 4.037523 -1.615363 -2.292998  0.55
H2 4.625190 0.548579 -3.440642  0.48
H3 3.191870 2.551735 -3.016267  0.47
H4 1.282420 2.358141 -1.448038  0.51
C7 -1.008104 -3.350537 0.238913  -1.11
P1 -1.189316 -1.657565 -0.306522  1.35
C8 -0.978709 -1.531610 -2.076194  -1.35
C9 -2.759649 -1.057347 0.288314  0.87
C10 -3.941451 -1.155143 -0.431833  -0.81
C11 -5.139095 -0.839146 0.208865  -0.78
C12 -5.142235 -0.436669 1.534945  -0.77
C13 -3.949345 -0.319628 2.250455  -0.72
C14 -2.750849 -0.628054 1.626590  -0.23
P2 -1.127700 -0.389729 2.383186  1.67
C15 -0.513841 -1.779702 3.359586  -1.41
C16 -1.284265 1.002810 3.512348  -1.50
H5 -1.630982 -3.915553 -0.468324  0.51
H6 -1.433942 -3.472411 1.233134  0.40
H7 0.015836 -3.714928 0.184850  0.30
H8 -1.734691 -2.186789 -2.525862  0.59
H9 -0.003395 -1.910483 -2.384093  0.41
H10 -1.136588 -0.510549 -2.420121  0.36
H11 -3.955459 -1.483773 -1.463600  0.48
H12 -6.070983 -0.909555 -0.336527  0.48
H13 -6.078462 -0.192791 2.019669  0.47
H14 -3.979215 0.022913 3.277072  0.50
H15 -1.352760 -2.380647 3.717578  0.46
H16 0.018543 -1.380056 4.224256  0.49
H17 0.167750 -2.400943 2.780425  0.41
H18 -1.788256 1.845964 3.044795  0.44
H19 -0.306704 1.297207 3.893675  0.51
H20 -1.880240 0.642777 4.356800  0.62
Se1 -1.803898 2.752677 -0.119797  0.31
N2 -0.366635 1.948133 0.648694  -0.31
C17 0.286302 2.840163 1.392103  1.46
C18 1.470601 2.620282 2.143556  -0.64
C19 1.982044 3.670819 2.842802  -0.71
C20 1.375688 4.973105 2.842014  -0.70
C21 0.254348 5.225812 2.131065  -0.65
C22 -0.328977 4.154725 1.377678  0.46
N3 -1.418620 4.276883 0.649826  -0.67
H21 1.972034 1.657148 2.140604  0.55
H22 2.887291 3.530305 3.420161  0.48
H23 1.845343 5.758841 3.417729  0.46
H24 -0.218448 6.198148 2.102271  0.52

Cartesian forces (eV/Å) of the 2 atoms listed first:
Pd 0.592 0.088 0.471
O 0.106 0.002 0.091

***

[2]
The following is a DFT calculation (ωB97M-V with the def2-TZVPD basis set) of C22H24N3RhS2 as an isolated structure at a distorted geometry.

Each line ends with the Mulliken charge.
Atoms and positions in Å:
Rh1 -0.019119 0.228825 0.115829  0.11
C1 -0.780066 0.226654 3.182464  -1.51
N1 -0.848317 0.866458 1.880120  0.32
C2 -1.618691 1.902941 1.732230  0.26
C3 -1.908774 2.358195 0.405690  -0.17
C4 -2.686436 3.381906 -0.136154  -0.92
C5 -2.684908 3.179457 -1.518750  -0.64
C6 -1.911032 2.050371 -1.764718  -0.67
N2 -1.424788 1.551917 -0.617797  0.05
C7 -1.931350 -0.729127 3.444987  0.87
C8 -2.908168 -1.012861 2.499879  0.01
C9 -3.932616 -1.897598 2.796794  -0.79
C10 -3.994849 -2.507325 4.036703  -0.43
C11 -3.027774 -2.221047 4.990412  -0.54
C12 -2.007546 -1.333929 4.695679  -0.60
H1 -0.775467 0.991082 3.969416  0.44
H2 0.175331 -0.297610 3.238418  0.29
H3 -2.072322 2.361236 2.607446  0.40
H4 -3.190912 4.162043 0.408261  0.47
H5 -3.190014 3.773709 -2.260786  0.43
H6 -1.694096 1.590552 -2.716192  0.49
H7 -2.868316 -0.542890 1.526102  0.37
H8 -4.681962 -2.115098 2.047624  0.39
H9 -4.794785 -3.199819 4.262602  0.38
H10 -3.071795 -2.687578 5.966054  0.38
H11 -1.255855 -1.112463 5.444431  0.40
C13 0.919635 -4.278396 1.240709  -1.71
C14 0.982084 -2.801077 0.971910  0.53
S1 -0.484720 -2.051419 0.328719  -0.12
C15 2.065186 -2.076528 1.225214  0.77
C16 3.344934 -2.664804 1.743592  -1.65
S2 2.009462 -0.337100 1.027181  -0.26
H12 -0.118496 -4.618351 1.262146  0.43
H13 1.382407 -4.533042 2.192202  0.37
H14 1.432122 -4.842235 0.456196  0.33
H15 3.352385 -2.685558 2.837664  0.29
H16 4.198177 -2.062982 1.426209  0.41
H17 3.492151 -3.684808 1.392005  0.40
N3 0.938391 0.039269 -1.789944  -0.26
C17 1.505974 1.254341 -2.329426  0.49
C18 1.992625 2.232942 -1.479037  -0.04
C19 2.515683 3.399373 -2.012842  -0.85
C20 2.541720 3.598794 -3.383449  -0.44
C21 2.045226 2.620886 -4.230219  -0.55
C22 1.532700 1.446480 -3.704542  -0.46
H18 1.672185 -0.653532 -1.635710  0.33
H19 0.290677 -0.355942 -2.467851  0.36
H20 1.951499 2.095710 -0.403948  0.32
H21 2.892502 4.162528 -1.346118  0.38
H22 2.940611 4.517897 -3.789702  0.39
H23 2.052097 2.768993 -5.301621  0.38
H24 1.143553 0.678825 -4.362672  0.37

Cartesian forces (eV/Å) of the 2 atoms listed first:
Rh 0.362 -0.285 -0.016
C 0.107 0.023 0.041

***

[3]
The following is a DFT calculation (ωB97M-V with the def2-TZVPD basis set) of a single C22H24N4O3 molecule.

Each line ends with the Mulliken charge.
Atoms and positions in Å:
C1 -6.398454 -0.513279 0.980126  -0.98
O1 -5.199431 -1.179932 0.670408  -0.42
C2 -4.132437 -0.438257 0.235325  1.05
C3 -4.187080 0.931883 0.016477  -0.79
C4 -3.086823 1.618949 -0.453531  -1.39
C5 -1.891567 0.971016 -0.729419  0.22
C6 -0.726878 1.814725 -1.254067  0.24
C7 0.623903 1.165845 -1.127296  -1.33
C8 1.449851 1.415063 -0.103067  0.78
C9 2.734945 0.726428 0.071561  0.06
C10 3.886803 1.415619 0.435087  -0.94
C11 5.080529 0.734308 0.580242  -1.08
C12 5.159423 -0.636817 0.379849  1.36
C13 6.465040 -1.351211 0.545464  -1.53
C14 4.001645 -1.338236 0.025306  0.91
C15 4.043365 -2.820603 -0.187434  -1.64
C16 2.809711 -0.649104 -0.125063  -0.89
N1 1.127137 2.382536 0.848605  -0.14
C17 0.189192 3.301115 0.502873  0.50
N2 -0.022940 4.504621 1.000813  -0.81
C18 -1.028048 4.968588 0.226793  -0.20
N3 -1.436777 4.137792 -0.698665  -1.36
N4 -0.653169 3.056115 -0.519081  0.87
C19 -1.821208 -0.405284 -0.518006  0.26
O2 -0.655709 -1.099659 -0.767278  -0.26
C20 -0.715497 -1.975242 -1.877257  -0.72
C21 -2.927789 -1.113151 -0.017154  0.70
O3 -2.732516 -2.459283 0.148001  -0.50
C22 -3.392244 -3.132671 1.198421  -0.84
H1 -6.255607 0.227970 1.772609  0.39
H2 -6.829313 -0.027917 0.098775  0.36
H3 -7.078687 -1.288310 1.330892  0.25
H4 -5.097950 1.477173 0.200297  0.40
H5 -3.159941 2.682671 -0.621267  0.57
H6 -0.944070 2.062460 -2.304161  0.27
H7 0.918550 0.477569 -1.897973  0.61
H8 3.862322 2.487151 0.576709  0.50
H9 5.972261 1.280732 0.853520  0.33
H10 6.393842 -2.103258 1.330917  0.32
H11 7.256540 -0.653339 0.806283  0.38
H12 6.742531 -1.862257 -0.375959  0.33
H13 3.052948 -3.201031 -0.422564  0.34
H14 4.717046 -3.072106 -1.006353  0.35
H15 4.406430 -3.327169 0.706074  0.34
H16 1.903646 -1.180255 -0.373198  0.56
H17 1.794622 2.627713 1.561362  0.41
H18 -1.453404 5.941929 0.358770  0.47
H19 0.269258 -2.434315 -1.952617  0.21
H20 -1.470556 -2.751098 -1.736833  0.33
H21 -0.930893 -1.422747 -2.799308  0.25
H22 -4.429447 -3.360616 0.944526  0.25
H23 -2.837231 -4.060743 1.338146  0.30
H24 -3.365868 -2.552091 2.123301  0.33

Cartesian forces (eV/Å) of the 2 atoms listed first:
C -0.205 0.104 0.041
O 0.493 -0.078 -0.205

***

Sequential HOMO output: -17.76, -6.76, -7.83 eV
Sequential ΔE to the lowest compared entry with this formula, charge and spin output: 0.00, 0.00, 81.04 kcal per mole
Sequential orbital gap output: 5.900, 5.903, 8.572 eV